Below is a molecular structure, C42H50BiBrFN6O7P at a distorted geometry, with properties calculated with ωB97M-V with the def2-TZVPD basis set.

The value obtained for the HOMO energy is -0.19772 hartree. The HOMO-LUMO gap is 3.8 eV. The relative energy (zero: lowest compared OMol25 entry of this formula, charge and spin) is 137.6 kcal/mol.

Positions of all 109 atoms, in Å:
Bi 0.16690 0.44875 0.47401
C -2.23400 3.06381 -7.24174
C -2.82862 1.99233 -6.34059
N -1.93571 1.60345 -5.25637
C -2.20022 2.03016 -3.98333
C -1.44748 1.77492 -2.89197
C -2.07187 2.08651 -1.54127
O -2.81790 3.05048 -1.45056
O -1.85843 1.15480 -0.69264
C -0.18282 1.10660 -3.06067
O 0.66537 0.92681 -2.19456
C 0.04144 0.54827 -4.41494
C 1.11426 -0.31696 -4.59497
C 1.29706 -0.94299 -5.79555
F 2.31470 -1.83565 -5.92150
C 0.43370 -0.72484 -6.87152
C -0.61318 0.16428 -6.70410
C -0.84309 0.78904 -5.47298
N 0.56690 -1.36371 -8.14199
C -0.58586 -2.12500 -8.60937
C -0.70773 -1.88989 -10.12032
N 0.67098 -1.52293 -10.60927
C 1.69030 -2.43536 -9.99033
C 1.79669 -2.05574 -8.50137
H -2.93444 3.31852 -8.03830
H -1.29732 2.73758 -7.69589
H -2.02534 3.96691 -6.66852
H -3.11534 1.10107 -6.90519
H -3.73975 2.36231 -5.87414
H -3.11079 2.60391 -3.85832
H 1.76457 -0.51554 -3.75054
H -1.26019 0.37221 -7.54533
H -1.49527 -1.80511 -8.10895
H -0.46716 -3.19445 -8.39241
H -1.36013 -1.05448 -10.36756
H -1.02571 -2.77650 -10.66543
H 0.85727 -0.58275 -10.24850
H 0.72211 -1.50945 -11.62546
H 2.63257 -2.31744 -10.51928
H 1.32191 -3.44766 -10.14359
H 2.64098 -1.38717 -8.34375
H 1.97489 -2.96654 -7.92366
Br -2.25382 -2.00332 -6.85670
C -1.30070 -2.03726 -5.20893
C -1.78209 -1.31106 -4.12930
C -1.05518 -1.28084 -2.95171
C 0.14253 -1.99034 -2.85221
C 0.59064 -2.74468 -3.93269
C -0.13031 -2.76808 -5.11928
N 0.95222 -1.78048 -1.72424
C 1.41356 -2.73685 -1.03635
C 2.40085 -2.43783 0.02773
C 3.08652 -3.44658 0.68177
C 4.03909 -3.08496 1.62203
C 4.26023 -1.74078 1.87010
C 3.50408 -0.80135 1.17840
N 2.60264 -1.14545 0.27002
H -2.70494 -0.75176 -4.21088
H -1.39874 -0.67914 -2.11565
H 1.53446 -3.27084 -3.85988
H 0.22450 -3.34029 -5.96667
H 1.14078 -3.78463 -1.19714
H 2.85878 -4.48376 0.47439
H 4.58756 -3.84300 2.16612
H 4.98426 -1.41368 2.60351
H 3.59984 0.26170 1.37673
N 0.94463 2.15543 0.96769
C 1.07246 3.40395 0.43889
C 0.12901 4.41783 0.70175
C 0.27976 5.69175 0.18524
C 1.37313 6.02427 -0.60904
C 2.31407 5.03739 -0.87990
C 2.16920 3.75592 -0.37493
H -0.73132 4.16439 1.30859
H -0.47478 6.43940 0.40339
H 1.48545 7.02484 -1.00702
H 3.17600 5.26822 -1.49780
H 2.90115 2.98782 -0.59666
C -2.69075 -0.18636 4.10364
C -2.49980 -1.62223 3.63320
C -2.84338 -1.76966 2.15583
C -3.34627 -2.57758 4.46098
O -1.13644 -2.03770 3.90408
P 0.13293 -1.70505 2.97812
O 0.19559 -2.57070 1.77332
O 0.17354 -0.20034 2.71573
O 1.31703 -2.11115 3.96206
C 1.66735 -1.54741 5.25306
C 3.11736 -1.10660 5.12367
C 1.52394 -2.69331 6.24480
C 0.80087 -0.36811 5.67819
H -3.69598 0.15453 3.84812
H -1.96525 0.47568 3.63439
H -2.56985 -0.12256 5.18686
H -3.91077 -1.58664 2.01864
H -2.59746 -2.77072 1.80269
H -2.30414 -1.05124 1.53807
H -4.39887 -2.29309 4.40910
H -3.02869 -2.54950 5.50410
H -3.23889 -3.59820 4.09194
H 3.72980 -1.93478 4.76410
H 3.50093 -0.77970 6.09232
H 3.19634 -0.27795 4.41825
H 2.19903 -3.50955 5.98324
H 0.50042 -3.06874 6.22300
H 1.75357 -2.35699 7.25794
H 0.80676 0.42242 4.93056
H 1.20362 0.02656 6.61338
H -0.22873 -0.67780 5.84867

Below is 12 unconnected molecules or ions with the total composition C21H41F9N14O27P2S at a distorted geometry, with properties calculated with ωB97M-V with the def2-TZVPD basis set.

Its SMILES is N=[PH2]P(O)(c1ccncc1)(N(C(=O)F)C(=O)F)S(=O)(=O)C(F)(F)C(F)(F)C(F)(F)F.C[N+](=O)[O-].C[N+](=O)[O-].C[N+](=O)[O-].C[N+](=O)[O-].C[N+](=O)[O-].C[N+](=O)[O-].C[N+](=O)[O-].C[N+](=O)[O-].C[N+](=O)[O-].C[N+](=O)[O-].C[N+](=O)[O-]. The value obtained for the HOMO energy is -0.34531 hartree. The HOMO-LUMO gap is 8.6 eV.

Positions of all 115 atoms, in Å:
N 0.22900 2.90451 3.00635
P 1.15346 1.72043 2.53580
P 1.04710 1.36185 0.27950
O -0.56704 1.33597 0.36165
C 1.81951 2.96115 -0.02591
C 1.02788 4.08954 -0.15561
C 1.67641 5.28480 -0.35322
N 2.98709 5.44788 -0.41708
C 3.73047 4.35252 -0.30340
C 3.18607 3.10621 -0.12258
N 1.94327 -0.20884 0.25061
C 1.12145 -1.38949 0.30339
O 1.28125 -2.32460 -0.39697
F 0.16279 -1.33709 1.20113
C 2.95350 -0.39304 1.19328
O 3.02488 -1.29881 1.96201
F 3.88766 0.52953 1.09013
S 0.77966 1.05533 -1.98683
O 0.92136 2.27674 -2.73563
O 1.72915 0.02846 -2.35152
C -0.89664 0.36737 -2.43821
F -1.22908 -0.65238 -1.61464
F -0.73256 -0.14372 -3.66563
C -2.05991 1.42557 -2.49222
F -1.70256 2.60475 -1.95444
F -2.37983 1.63497 -3.78737
C -3.37263 0.97471 -1.79841
F -4.27858 1.95247 -1.99775
F -3.22520 0.82172 -0.48555
F -3.85112 -0.14488 -2.35059
H -0.29329 3.34171 2.25560
H 0.77741 0.50430 3.15455
H 2.49514 1.97154 2.88986
H -0.90410 1.05831 1.23210
H -0.04332 4.03288 -0.11687
H 1.06477 6.16680 -0.46897
H 4.79958 4.47252 -0.36133
H 3.84002 2.25415 -0.06871
C -3.88506 -2.81437 1.10885
N -3.94156 -1.74836 2.14315
O -4.97304 -1.59213 2.75546
O -2.92787 -1.09483 2.30571
H -4.84348 -3.31754 1.08427
H -3.66989 -2.32852 0.16025
H -3.09118 -3.49419 1.38200
C -3.82321 5.32594 -1.43749
N -2.93838 5.41919 -0.24452
O -3.45700 5.49315 0.84454
O -1.73516 5.42184 -0.44447
H -4.85367 5.33749 -1.09994
H -3.60214 6.18041 -2.07000
H -3.57645 4.40247 -1.94679
C -8.91814 5.41157 0.29645
N -7.75973 6.20048 -0.20393
O -7.72430 7.38273 0.04230
O -6.91556 5.59082 -0.83444
H -9.57787 6.08138 0.83352
H -9.40963 4.97571 -0.56755
H -8.52368 4.63577 0.94511
C -5.18724 -1.37882 -4.97360
N -6.33142 -2.22048 -5.42130
O -6.96056 -2.81528 -4.57176
O -6.55375 -2.25078 -6.61222
H -5.11408 -1.45152 -3.89788
H -4.29420 -1.76028 -5.45896
H -5.38919 -0.35999 -5.28941
C 2.38687 -5.06149 -0.09292
N 2.50535 -6.41625 -0.69979
O 1.54937 -7.15867 -0.62818
O 3.56171 -6.68510 -1.23504
H 1.39806 -4.96153 0.33637
H 3.15984 -4.97900 0.66545
H 2.54580 -4.33790 -0.88273
C 4.49849 0.48816 -4.53078
N 5.34431 1.26330 -3.58160
O 5.48029 0.82591 -2.45290
O 5.83964 2.28673 -3.99386
H 4.12752 -0.38798 -4.01489
H 3.68040 1.13345 -4.83562
H 5.11579 0.21198 -5.38032
C 3.71169 -3.74392 -4.02525
N 4.83454 -3.06040 -4.72778
O 4.66291 -2.73268 -5.88374
O 5.84446 -2.86527 -4.08625
H 2.88561 -3.84021 -4.71879
H 4.07378 -4.71489 -3.70018
H 3.44317 -3.12690 -3.17200
C -1.72088 -5.55581 4.79222
N -1.99707 -5.01361 3.43551
O -1.05512 -4.68450 2.74336
O -3.16048 -4.93418 3.09112
H -0.65121 -5.56620 4.94520
H -2.21961 -4.90789 5.50665
H -2.13344 -6.55638 4.83104
C 0.84936 -9.39098 5.41180
N -0.20309 -8.93247 6.36061
O -0.65205 -9.73427 7.14443
O -0.54308 -7.76546 6.27950
H 1.04451 -10.43883 5.60206
H 0.47141 -9.23332 4.40635
H 1.73117 -8.78342 5.58891
C 0.84058 6.52704 4.97679
N 0.12909 6.00418 3.77965
O 0.69829 6.07558 2.70817
O -0.97026 5.53618 3.96123
H 1.80454 6.90793 4.66254
H 0.22335 7.31110 5.40373
H 0.94650 5.70035 5.67219
C 7.25626 0.19174 0.00796
N 8.14942 1.10178 0.77786
O 8.69810 0.65487 1.76404
O 8.26301 2.23492 0.36406
H 7.25362 -0.77431 0.49822
H 6.26746 0.63763 0.00139
H 7.64670 0.12289 -1.00227

Below is 8 unconnected molecules or ions with the total composition C21H41FNO31S7 at a distorted geometry, with properties calculated with ωB97M-V with the def2-TZVPD basis set.

The value obtained for the HOMO energy is -0.15872 hartree. Its charge is -1. The HOMO-LUMO gap is 6.1 eV.

Positions of all 102 atoms, in Å:
C 0.25407 2.50312 4.41416
N -0.07430 1.23466 3.63126
C -1.47110 1.52734 3.09166
C -2.36747 0.17723 3.10408
O -3.36065 0.30375 4.18140
C 0.93217 1.17687 2.51345
C 2.40966 0.66416 3.01364
C 2.34688 -0.25883 4.33455
F 3.43012 -1.25474 4.19375
C 0.52025 0.21728 1.28459
O 0.24928 -1.05672 1.42159
O 0.47733 0.73425 -0.03982
H 1.36309 2.57667 4.70752
H 0.00510 3.45433 3.77326
H -0.37518 2.54789 5.37989
H -1.99920 2.26199 3.82899
H -1.42079 2.01858 2.05011
H -1.74648 -0.78466 3.18809
H -2.91233 0.14580 2.07154
H -3.25541 -0.50499 4.75105
H 1.03351 2.26376 2.10523
H 3.00207 1.63769 3.25768
H 2.90705 0.05347 2.17526
H 1.36675 -0.87783 4.42539
H 2.54760 0.33773 5.30988
C 1.05708 5.13372 -1.23227
C 1.56306 6.33662 -0.44818
O 0.68106 6.45229 0.66557
S 0.17532 4.96794 1.09364
O 0.99205 4.51122 2.18347
O -1.25839 4.97308 1.14217
O 0.64619 4.18747 -0.24969
H 0.18478 5.39642 -1.83820
H 1.82848 4.70502 -1.87435
H 1.55668 7.25247 -1.04091
H 2.57240 6.16013 -0.06247
C 5.68831 -3.10618 0.83750
C 4.75152 -2.01304 1.33029
O 5.48705 -0.79766 1.17794
S 6.47049 -0.93228 -0.10694
O 5.82789 -0.31745 -1.23346
O 7.80392 -0.59994 0.30548
O 6.36978 -2.54416 -0.28479
H 6.43416 -3.35888 1.59706
H 5.15009 -4.00886 0.54376
H 4.45494 -2.15642 2.36991
H 3.85694 -1.94764 0.70317
C -1.92818 -4.53523 0.10812
C -1.42208 -3.32822 0.88284
O -2.30766 -3.20731 2.00039
S -2.81076 -4.68645 2.43860
O -1.99661 -5.13411 3.53423
O -4.24664 -4.68234 2.48700
O -2.34044 -5.47916 1.10251
H -2.80080 -4.27726 -0.49868
H -1.16048 -4.96548 -0.52803
H -1.42870 -2.41671 0.28505
H -0.41368 -3.50122 1.26819
C 1.16627 10.37692 3.73847
C 0.61713 9.46077 4.82356
O 0.64927 8.15185 4.25708
S 1.91084 8.04546 3.23718
O 3.00317 7.43081 3.93646
O 1.42780 7.56935 1.96394
O 2.21827 9.64014 3.11722
H 0.40642 10.59063 2.98085
H 1.54698 11.31567 4.14486
H -0.39854 9.72747 5.11854
H 1.26436 9.46278 5.70606
C -2.79248 -3.82583 -5.18763
C -2.58076 -5.29862 -4.86344
O -1.23615 -5.38610 -4.39614
S -0.85115 -4.00406 -3.63056
O -1.02557 -4.20928 -2.21966
O 0.36160 -3.49253 -4.20244
O -2.09557 -3.10903 -4.16978
H -2.34694 -3.56683 -6.15279
H -3.84888 -3.55245 -5.19083
H -2.72967 -5.94089 -5.73256
H -3.24104 -5.62310 -4.05448
C 3.37692 -1.55773 -6.89076
C 2.79404 -0.69194 -5.78279
O 1.94796 0.24425 -6.45064
S 1.31404 -0.46191 -7.77017
O 0.00112 -0.93690 -7.43829
O 1.57589 0.37673 -8.90405
O 2.31545 -1.73977 -7.82812
H 4.19786 -1.04558 -7.40146
H 3.72685 -2.52218 -6.51917
H 3.56502 -0.17504 -5.21023
H 2.17317 -1.28447 -5.10399
C -7.21692 -5.13437 -0.80460
C -6.57292 -6.31373 -1.51901
O -6.22756 -5.81971 -2.81345
S -5.85372 -4.24234 -2.69471
O -4.42363 -4.12515 -2.61072
O -6.64090 -3.51630 -3.64827
O -6.46899 -3.98987 -1.21406
H -8.25371 -4.99648 -1.12555
H -7.18478 -5.24220 0.28086
H -7.24494 -7.16899 -1.59970
H -5.65038 -6.62237 -1.01791

Below is a molecular structure, C35H88F6NO17S2V at a distorted geometry, with properties calculated with ωB97M-V with the def2-TZVPD basis set.

The value obtained for the HOMO energy is -0.33718 hartree. The HOMO-LUMO gap is 3.1 eV.

Positions of all 150 atoms, in Å:
O 1.06780 6.93737 -1.40278
V 1.85101 6.26234 -2.57331
O 2.48333 7.33340 -3.60066
C 0.20433 1.55836 -0.41648
F 0.50965 2.71680 0.14055
F -0.08495 0.71715 0.62589
F -0.82424 1.60602 -1.31763
S 1.75172 0.84559 -1.33354
O 2.84666 0.84963 -0.32319
O 1.32762 -0.49696 -1.72381
N 2.06507 1.99275 -2.68219
S 2.83047 0.93471 -3.57801
O 3.94447 0.23670 -2.95631
O 1.92278 0.14785 -4.44960
C 3.83608 2.13440 -4.78248
F 2.96167 2.81666 -5.55118
F 4.59556 2.94597 -4.07755
F 4.57490 1.40575 -5.59714
C -8.17780 -1.51957 1.79529
C -7.22365 -2.21935 2.79933
C -7.31836 -1.45406 4.09589
O -7.68053 -3.56054 3.08030
H -7.99038 -0.46346 1.60134
H -9.21687 -1.59017 2.11693
H -8.11197 -2.11475 0.88451
H -6.18667 -2.20570 2.46382
H -8.33891 -1.36490 4.46823
H -6.85136 -0.46969 4.06368
H -6.77046 -1.98181 4.87653
H -8.61365 -3.53528 3.30446
C 3.65768 1.66549 7.44543
C 2.97848 1.95621 8.79490
C 3.41820 1.04648 9.93875
O 3.41776 3.23052 9.13309
H 4.66896 2.02715 7.25937
H 3.08889 2.16326 6.66008
H 3.68876 0.59255 7.25585
H 1.91843 1.93138 8.54234
H 3.21494 -0.01003 9.76396
H 2.96581 1.39414 10.86750
H 4.46170 1.21205 10.20668
H 4.36766 3.09748 9.17282
C 5.12319 -4.81532 -7.91759
C 5.41907 -6.12100 -8.56297
C 4.35344 -7.16834 -8.19379
O 5.43952 -6.01343 -9.95838
H 5.92986 -4.08298 -7.88496
H 4.81526 -4.91898 -6.87713
H 4.26209 -4.34333 -8.39070
H 6.42892 -6.37278 -8.23908
H 3.33328 -6.88974 -8.45791
H 4.33145 -7.15275 -7.10412
H 4.61474 -8.16495 -8.54956
H 6.11117 -5.34850 -10.12677
C -5.83650 -0.33655 -5.46496
C -4.48905 0.19657 -5.91894
C -4.18878 -0.50400 -7.24447
O -4.50431 1.58183 -6.13413
H -5.93151 -1.42237 -5.45648
H -6.69789 -0.15922 -6.10891
H -6.01527 0.06382 -4.46704
H -3.77132 -0.05238 -5.13728
H -3.86010 -1.53595 -7.12141
H -3.40387 0.00551 -7.80341
H -4.97902 -0.44374 -7.99281
H -5.24512 1.79247 -6.70723
C 2.41836 -0.95813 -12.75389
C 1.13641 -1.56505 -12.14309
C -0.07442 -1.20895 -12.89496
O 1.21713 -2.93332 -12.12105
H 2.61859 -1.22223 -13.79227
H 3.31026 -1.09658 -12.14279
H 2.22198 0.11232 -12.81463
H 1.12332 -1.15897 -11.13164
H 0.23434 -1.35373 -13.93023
H -0.31400 -0.15466 -12.75658
H -0.88192 -1.89249 -12.63263
H 2.11909 -3.16061 -11.88359
C -0.43650 7.77340 6.38421
C -0.02691 8.75020 7.52585
C -1.12799 9.75728 7.89218
O 0.18430 8.00730 8.66472
H -1.43831 7.39342 6.58442
H 0.26389 6.93866 6.35655
H -0.49149 8.25337 5.40713
H 0.85850 9.32349 7.25112
H -1.25621 10.40574 7.02546
H -0.85716 10.34796 8.76729
H -2.06360 9.23130 8.08208
H 0.66416 7.20973 8.42976
C 7.06379 5.25652 2.20715
C 5.78271 6.09601 1.87873
C 5.78087 7.41691 2.57912
O 5.71020 6.33793 0.49527
H 7.88260 5.76445 1.69760
H 6.93641 4.25352 1.79988
H 7.15803 5.25031 3.29304
H 4.94378 5.43882 2.10763
H 5.72298 7.30977 3.66228
H 4.86468 7.95757 2.34166
H 6.54213 8.12309 2.24761
H 6.57548 6.70183 0.29412
C -8.46272 5.26559 1.77383
C -8.33111 5.04554 3.27507
C -6.92123 5.31952 3.74685
O -9.17132 5.87124 3.97966
H -9.49079 5.04803 1.48429
H -7.83279 4.59271 1.19201
H -8.24592 6.30788 1.53986
H -8.50010 3.98762 3.47587
H -6.75244 6.38750 3.60889
H -6.15737 4.81759 3.15297
H -6.69977 5.02994 4.77407
H -9.10928 6.76911 3.64562
C 4.80179 -4.17433 2.35235
C 5.99381 -4.22993 1.40401
C 5.61928 -4.83833 0.05911
O 6.51774 -2.95901 1.26458
H 4.41879 -5.15342 2.64006
H 3.97125 -3.54980 2.02332
H 4.94655 -3.77516 3.35625
H 6.72169 -4.93112 1.81221
H 6.51520 -4.85146 -0.56156
H 4.81812 -4.28411 -0.42984
H 5.41465 -5.88645 0.27745
H 5.76862 -2.36781 1.36904
C -1.37397 -4.52625 6.84730
C -1.79032 -5.73973 7.68772
C -3.28483 -5.80598 8.04831
O -1.42734 -6.90467 6.98463
H -1.79010 -3.56084 7.13524
H -1.70844 -4.59393 5.81209
H -0.28606 -4.47881 6.79934
H -1.23671 -5.66186 8.62343
H -3.56966 -4.99965 8.72418
H -3.59978 -6.72639 8.54000
H -3.92365 -5.81043 7.16513
H -2.16951 -7.05577 6.39475
C -0.22552 -6.53364 -2.47992
C -1.17840 -6.45949 -1.32640
C -2.51917 -5.86172 -1.75734
O -1.38350 -7.70549 -0.82568
H -0.50449 -7.18046 -3.31171
H 0.75516 -6.91421 -2.19434
H -0.08841 -5.54597 -2.92016
H -0.76875 -5.83173 -0.53507
H -3.32693 -6.20823 -1.11271
H -2.80577 -6.14234 -2.77086
H -2.42898 -4.77558 -1.77426
H -2.03281 -7.69007 -0.11875

> Which formula does entry 3 have?

C21H41FNO31S7